[1]
Molecular formula: C34H56B6F24N7O3
Method: DFT, the ωB97M-V functional and the def2-TZVPD basis

```
130
Properties=species:S:1:pos:R:3:lowdin_charge:R:1
C 4.024 4.685 -7.113 0.047
C 4.460 3.487 -6.158 -0.348
O 3.641 2.778 -5.607 0.178
N 5.923 3.394 -5.952 0.096
H 6.472 3.388 -6.800 0.178
H 6.379 4.192 -5.534 0.185
C 6.359 2.151 -5.146 0.052
H 2.938 4.682 -7.202 0.099
H 4.498 4.424 -8.059 0.087
H 4.448 5.587 -6.673 0.092
H 5.793 2.030 -4.223 0.118
H 7.442 2.204 -5.036 0.110
H 6.166 1.271 -5.760 0.106
C -0.631 -2.215 -9.558 0.022
C -1.669 -1.231 -9.995 -0.318
O -1.825 -0.109 -9.417 0.122
N -2.559 -1.687 -11.131 0.115
H -2.128 -1.404 -11.999 0.174
H -2.729 -2.680 -11.194 0.172
C -4.055 -1.123 -11.139 0.075
H -0.013 -1.875 -8.727 0.108
H -0.111 -2.550 -10.456 0.099
H -1.116 -3.104 -9.154 0.114
H -4.543 -1.391 -12.076 0.103
H -4.057 -0.033 -11.126 0.098
H -4.555 -1.498 -10.247 0.116
C 7.747 -4.859 2.147 0.050
N 6.460 -5.437 1.654 -0.050
C 6.205 -6.743 1.894 0.019
C 5.013 -7.297 1.544 0.068
C 4.143 -6.538 0.693 -0.110
C 4.399 -5.153 0.515 0.076
C 5.607 -4.630 1.016 0.045
C 2.855 -7.044 0.188 -0.190
C 1.834 -7.427 1.050 0.087
C 0.692 -8.070 0.513 0.068
N 0.466 -8.049 -0.823 -0.085
C 1.413 -7.605 -1.646 0.033
C 2.626 -7.102 -1.141 0.041
C -0.781 -8.435 -1.444 0.041
H 7.810 -3.800 1.896 0.105
H 8.641 -5.250 1.661 0.111
H 7.797 -4.872 3.236 0.128
H 6.906 -7.379 2.416 0.162
H 4.729 -8.300 1.827 0.140
H 3.655 -4.503 0.078 0.138
H 5.874 -3.611 0.779 0.158
H 2.030 -7.490 2.110 0.145
H -0.056 -8.551 1.125 0.158
H 1.342 -7.661 -2.722 0.154
H 3.497 -6.813 -1.711 0.140
H -0.692 -8.531 -2.526 0.116
H -1.474 -7.598 -1.347 0.131
H -1.196 -9.306 -0.937 0.122
C -4.289 9.165 9.530 0.052
N -3.493 8.906 8.275 -0.083
C -3.002 7.685 8.048 0.047
C -2.516 7.322 6.762 0.093
C -2.535 8.271 5.742 -0.159
C -2.863 9.606 6.012 0.075
C -3.407 9.879 7.314 0.045
C -2.082 7.914 4.379 -0.110
C -2.914 7.900 3.216 0.087
C -2.339 7.540 1.963 0.059
N -1.038 7.100 1.914 -0.086
C -0.228 7.022 2.952 0.017
C -0.769 7.381 4.195 0.073
C -0.510 6.600 0.604 0.050
H -5.294 9.435 9.205 0.112
H -3.817 9.997 10.052 0.110
H -4.382 8.306 10.194 0.111
H -3.061 6.980 8.864 0.158
H -2.159 6.321 6.572 0.152
H -2.634 10.352 5.265 0.134
H -3.728 10.850 7.663 0.143
H -3.920 8.283 3.130 0.133
H -2.920 7.532 1.053 0.148
H 0.811 6.765 2.810 0.164
H -0.058 7.268 5.001 0.138
H -1.317 6.621 -0.128 0.107
H -0.208 5.579 0.837 0.118
H 0.410 7.093 0.288 0.110
C -1.297 -2.319 2.259 -0.020
C -1.565 -1.033 1.413 -0.226
C -1.214 -1.156 -0.087 -0.217
O -1.625 -0.040 -0.822 -0.168
C -1.673 -0.367 -2.183 -0.099
N -3.075 -0.626 1.497 0.255
H -3.365 0.069 0.824 0.159
H -3.648 -1.438 1.321 0.170
H -3.308 -0.216 2.391 0.173
H -0.229 -2.496 2.386 0.087
H -1.791 -3.247 1.972 0.090
H -1.568 -2.143 3.300 0.094
H -1.148 -0.133 1.864 0.154
H -1.686 -2.068 -0.452 0.127
H -0.163 -1.395 -0.247 0.134
H -2.361 -1.185 -2.398 0.103
H -0.656 -0.593 -2.504 0.085
H -1.950 0.499 -2.784 0.097
B 4.944 2.083 1.210 -1.450
F 6.206 1.816 0.798 0.122
F 4.253 0.865 1.334 0.070
F 4.995 2.707 2.402 0.154
F 4.401 2.912 0.268 0.104
B -6.617 3.265 -0.495 -1.396
F -6.942 1.915 -0.731 0.075
F -6.083 3.305 0.768 0.100
F -5.697 3.726 -1.433 0.074
F -7.692 4.070 -0.592 0.146
B -1.239 1.712 7.122 -1.290
F -1.067 2.379 8.345 0.062
F -0.789 0.422 7.359 0.107
F -2.597 1.738 6.785 0.074
F -0.515 2.404 6.119 0.047
B 5.550 -4.379 6.960 -1.446
F 4.880 -4.052 8.123 0.112
F 6.464 -3.382 6.716 0.101
F 6.202 -5.574 7.195 0.097
F 4.763 -4.404 5.874 0.137
B -6.710 -4.696 2.160 -1.384
F -5.991 -4.318 3.267 0.101
F -6.686 -3.585 1.401 0.132
F -6.124 -5.739 1.496 0.110
F -8.065 -5.080 2.458 0.043
B -3.856 -5.826 -6.159 -1.355
F -3.223 -5.194 -5.076 0.074
F -3.038 -6.688 -6.794 0.126
F -4.965 -6.622 -5.811 0.078
F -4.274 -4.886 -7.092 0.078
```

Energy = -122031.2248 eV
Maximum force = 6.6 eV Å⁻¹
LUMO energy = -4.864 eV
Total charge = +1

---

[2]
Molecular formula: C34H56Br3N3O12PS
Method: DFT, the ωB97M-V functional and the def2-TZVPD basis

```
110
Properties=species:S:1:pos:R:3:lowdin_charge:R:1
C -7.575 -0.384 1.786 -0.083
C -7.176 -1.501 2.765 -0.133
C -6.538 -2.698 2.135 -0.467
O -6.797 -3.835 2.402 0.144
O -5.597 -2.460 1.164 -0.007
C -4.556 -1.539 1.429 -0.189
C -3.334 -2.071 0.676 -0.083
C -2.375 -1.003 0.209 -0.076
C -2.691 -0.164 -0.883 -0.130
C -4.030 -0.431 -1.545 -0.635
Br -5.378 0.824 -0.939 0.893
C -4.039 -0.685 -3.056 -0.252
C -2.845 -1.524 -3.526 -0.065
C -1.752 0.820 -1.291 -0.056
P -2.096 1.974 -2.698 0.480
O -3.513 2.156 -2.956 -0.260
O -1.262 1.399 -3.931 -0.096
O -1.364 3.345 -2.378 -0.101
C -0.519 0.907 -0.635 -0.196
C 0.585 1.840 -1.039 -0.202
C 0.629 3.125 -0.207 -0.206
C 1.740 4.077 -0.627 -0.242
C 3.142 3.501 -0.692 -0.428
S 3.691 3.007 0.969 0.987
C 4.918 1.854 0.566 -0.711
N 6.101 1.737 1.069 0.066
N 6.674 0.621 0.456 0.067
C 5.795 0.179 -0.369 -0.186
O 4.644 0.890 -0.357 -0.001
N -0.276 0.067 0.423 -0.260
Br 1.400 0.211 1.252 1.042
C -1.157 -0.882 0.864 -0.181
C -0.775 -1.770 2.009 -0.159
C -1.564 -1.550 3.320 -0.250
C -2.022 -0.137 3.620 -0.613
Br -0.599 0.983 4.294 0.680
H -6.813 0.392 1.747 0.044
H -7.683 -0.767 0.774 0.072
H -8.501 0.084 2.100 0.080
H -6.441 -1.105 3.473 0.121
H -8.003 -1.863 3.364 0.124
H -4.814 -0.521 1.136 0.051
H -4.320 -1.518 2.496 0.120
H -2.841 -2.786 1.324 0.109
H -3.681 -2.648 -0.176 0.132
H -4.396 -1.351 -1.123 0.057
H -4.175 0.224 -3.631 0.086
H -4.931 -1.286 -3.231 0.116
H -3.177 -2.229 -4.285 0.085
H -2.061 -0.929 -3.992 0.056
H -2.426 -2.130 -2.721 0.079
H -0.574 0.755 -3.723 0.091
H -0.638 3.534 -2.985 0.101
H 0.444 2.064 -2.093 0.095
H 1.537 1.318 -0.999 0.072
H 0.794 2.849 0.836 0.072
H -0.325 3.640 -0.250 0.118
H 1.744 4.892 0.103 0.101
H 1.508 4.539 -1.588 0.123
H 3.243 2.663 -1.378 0.077
H 3.825 4.276 -1.032 0.089
H 5.862 -0.646 -1.058 0.137
H -0.958 -2.794 1.685 0.131
H 0.282 -1.716 2.213 0.042
H -2.421 -2.221 3.370 0.105
H -0.905 -1.863 4.128 0.111
H -2.765 -0.152 4.411 0.064
H -2.470 0.365 2.766 0.056
O -5.062 -10.527 -0.324 0.109
C -5.716 -9.652 0.168 -0.529
O -5.943 -8.536 -0.558 -0.006
C -6.824 -7.493 -0.128 -0.236
C -6.130 -6.489 0.766 -0.065
C -6.229 -9.735 1.589 0.012
H -7.717 -7.910 0.339 0.112
H -7.146 -7.016 -1.052 0.122
H -5.787 -6.950 1.693 0.074
H -6.792 -5.667 1.026 0.054
H -5.257 -6.082 0.255 0.081
H -5.446 -9.377 2.257 0.093
H -6.421 -10.781 1.812 0.091
H -7.136 -9.168 1.776 0.069
O 1.793 6.959 1.734 0.092
C 2.894 7.323 2.056 -0.526
O 3.930 6.911 1.303 -0.020
C 5.276 7.376 1.474 -0.228
C 6.019 6.593 2.535 -0.056
C 3.147 8.139 3.299 0.020
H 5.286 8.449 1.668 0.114
H 5.738 7.225 0.500 0.122
H 5.567 6.720 3.519 0.071
H 7.055 6.926 2.590 0.086
H 6.008 5.530 2.295 0.075
H 3.244 7.457 4.143 0.099
H 2.282 8.774 3.465 0.094
H 4.034 8.765 3.250 0.074
O 6.677 -0.209 -3.862 0.083
C 7.854 0.007 -3.718 -0.533
O 8.722 -0.587 -4.547 0.008
C 10.123 -0.277 -4.552 -0.228
C 10.891 -1.085 -3.528 -0.060
C 8.349 0.855 -2.572 0.004
H 10.276 0.796 -4.430 0.112
H 10.449 -0.532 -5.558 0.125
H 10.573 -0.854 -2.511 0.069
H 11.957 -0.874 -3.608 0.084
H 10.733 -2.149 -3.696 0.085
H 8.437 0.217 -1.694 0.083
H 7.588 1.607 -2.379 0.085
H 9.295 1.365 -2.734 0.076
```

Energy = -295452.9548 eV
Maximum force = 0.5 eV Å⁻¹
LUMO energy = -4.211 eV
Total charge = +1